The following is a quantum chemistry calculation of C6H7NOS in the gas phase at a distorted geometry, from the Open Molecules 2025 dataset.

Element x y z (Å)
C  1.806877  0.883217  -1.099438
C  3.099671  1.125335  -0.873143
C  2.167001  -1.173536  0.128813
C  -0.114579  -0.704070  -0.610353
C  -0.752908  -0.926997  0.669273
C  -1.760726  -0.246417  1.185168
N  1.335128  -0.295150  -0.380626
O  4.221842  0.073822  1.301435
S  3.840852  -0.257418  -0.075379
H  1.186647  1.640770  -1.476153
H  3.767574  1.906002  -1.200006
H  -0.165883  -1.563975  -1.265082
H  -0.394412  0.201565  -1.199161
H  -0.231025  -1.787764  1.224256
H  -2.296409  -0.562822  2.167512
H  -2.198309  0.678913  0.704868

Atoms 1-3, force components in eV/Å:
2.13 0.05 2.01
-0.45 -0.62 -0.30
0.87 1.54 -0.46

Summary:
HOMO level = -8.60 eV
Molecular weight = 141.2 g/mol
Frontier orbital gap = 8.2 eV
Electronic energy = -760.821978 Eh
E_LUMO = -0.35 eV
Energy above the lowest of the compared OMol25 structures with the same formula, charge and spin = 415.0 kJ/mol